DFT (ωB97M-V/def2-TZVPD) results for a 12-piece molecular cluster, C48H114O28P2 overall.

Its charge is 0. The calculation puts the highest occupied orbital energy at -8.2 eV. The value obtained for the gap between HOMO and LUMO is 8.68 eV. As for the SMILES: COP(=O)(OC)OC.COP(=O)(OC)OC.Oc1ccc(O)cc1.COCCOC.COCCOC.COCCOC.COCCOC.COCCOC.COCCOC.COCCOC.COCCOC.COCCOC. The LUMO energy is 0.484 eV. The molar mass comes out at 1201.360 g/mol. The calculation puts the relative energy (zero: lowest compared OMol25 entry of this formula, charge and spin) at 3.382 eV.

```
192
Properties=species:S:1:pos:R:3:lowdin_charge:R:1
C 11.20 18.89 12.90 -0.085
O 10.27 19.99 12.89 -0.226
P 10.85 21.40 13.54 0.493
O 12.09 21.95 12.97 -0.227
O 9.55 22.41 13.40 -0.222
C 8.84 22.53 12.26 -0.170
O 10.81 21.08 15.12 -0.216
C 11.59 21.96 15.90 -0.126
H 11.52 18.53 11.92 0.095
H 10.53 18.13 13.30 0.086
H 12.07 19.08 13.52 0.054
H 7.83 22.11 12.31 0.088
H 9.44 22.39 11.36 0.101
H 8.43 23.54 12.18 0.087
H 12.15 22.76 15.40 0.092
H 12.33 21.48 16.54 0.081
H 11.04 22.44 16.71 0.085
C 5.56 19.63 14.14 -0.088
O 4.77 20.36 15.10 -0.226
P 5.45 20.75 16.57 0.525
O 6.19 19.64 17.24 -0.258
O 6.38 22.11 16.42 -0.230
C 7.79 22.05 16.57 -0.112
O 4.17 21.27 17.42 -0.204
C 4.54 21.85 18.69 -0.106
H 5.82 18.59 14.34 0.068
H 6.54 20.10 14.02 0.078
H 5.09 19.80 13.17 0.094
H 8.05 22.84 17.28 0.093
H 8.32 22.16 15.63 0.069
H 8.13 21.11 17.02 0.058
H 4.27 22.91 18.71 0.090
H 5.60 21.92 18.95 0.080
H 4.08 21.38 19.55 0.083
O 9.48 10.27 13.39 -0.003
C 10.19 11.45 13.74 -0.288
C 9.55 12.30 14.67 -0.008
C 10.06 13.57 14.78 -0.044
C 11.32 13.91 14.29 -0.310
O 11.73 15.19 14.60 0.023
C 12.03 13.05 13.45 0.003
C 11.40 11.77 13.07 0.015
H 9.79 9.81 12.61 0.089
H 8.57 12.13 15.09 0.106
H 9.53 14.28 15.40 0.095
H 12.64 15.27 14.29 0.050
H 12.90 13.50 12.99 0.093
H 11.81 11.10 12.34 0.099
C 5.31 15.28 21.44 -0.075
O 5.45 14.16 22.36 -0.185
C 4.24 13.78 23.02 -0.182
C 3.91 14.85 24.03 -0.167
O 4.90 14.85 25.09 -0.185
C 5.32 15.95 25.77 -0.150
H 4.46 15.91 21.70 0.080
H 5.20 14.92 20.42 0.079
H 6.29 15.73 21.35 0.060
H 4.45 12.83 23.52 0.132
H 3.40 13.66 22.33 0.124
H 2.91 14.71 24.45 0.125
H 4.01 15.86 23.64 0.100
H 4.58 16.50 26.34 0.088
H 5.68 16.76 25.14 0.057
H 6.19 15.55 26.30 0.103
C 13.78 10.41 22.12 -0.070
O 13.00 11.50 21.65 -0.169
C 12.53 11.53 20.35 -0.234
C 13.32 12.40 19.35 -0.219
O 14.53 11.93 18.90 -0.170
C 14.70 10.56 18.59 -0.100
H 13.31 9.56 21.65 0.094
H 13.68 10.36 23.21 0.083
H 14.85 10.63 22.02 0.088
H 11.58 12.06 20.37 0.093
H 12.18 10.64 19.84 0.115
H 13.54 13.37 19.79 0.125
H 12.70 12.63 18.48 0.111
H 13.84 9.89 18.55 0.084
H 15.45 10.18 19.28 0.086
H 15.10 10.50 17.58 0.080
C 15.35 17.16 18.97 -0.068
O 15.08 17.67 20.29 -0.167
C 15.29 19.00 20.52 -0.233
C 13.95 19.76 20.59 -0.193
O 14.07 21.16 20.79 -0.169
C 12.86 21.87 20.55 -0.099
H 15.86 16.20 19.00 0.085
H 15.88 17.83 18.28 0.085
H 14.39 16.92 18.51 0.059
H 15.99 19.61 19.94 0.127
H 15.82 18.91 21.47 0.127
H 13.30 19.33 21.35 0.102
H 13.44 19.47 19.67 0.114
H 12.04 21.25 20.94 0.081
H 12.67 22.16 19.52 0.073
H 12.83 22.80 21.12 0.085
C 7.32 16.57 15.52 -0.081
O 7.72 17.14 14.26 -0.198
C 7.34 16.36 13.12 -0.202
C 8.11 15.13 12.71 -0.222
O 7.67 14.57 11.51 -0.159
C 7.84 13.21 11.44 -0.118
H 7.30 17.35 16.28 0.077
H 8.03 15.75 15.65 0.063
H 6.32 16.13 15.59 0.091
H 7.56 16.98 12.25 0.125
H 6.27 16.13 13.11 0.131
H 7.72 14.43 13.45 0.112
H 9.19 15.28 12.76 0.134
H 8.69 12.80 11.97 0.074
H 7.91 12.96 10.38 0.092
H 6.94 12.72 11.80 0.095
C 8.96 11.51 20.99 -0.061
O 7.90 11.59 20.02 -0.191
C 8.23 12.45 19.02 -0.263
C 6.99 12.57 18.21 -0.184
O 7.10 11.88 16.97 -0.210
C 7.03 10.45 17.12 -0.074
H 9.64 10.86 20.44 0.081
H 8.65 10.95 21.87 0.094
H 9.39 12.47 21.27 0.080
H 9.10 12.18 18.42 0.144
H 8.37 13.38 19.58 0.101
H 6.92 13.62 17.95 0.118
H 6.14 12.25 18.81 0.135
H 7.81 10.14 17.82 0.081
H 7.27 10.02 16.14 0.086
H 6.07 10.07 17.48 0.089
C 5.00 19.59 22.53 -0.115
O 6.27 20.14 22.25 -0.193
C 7.19 19.26 21.60 -0.182
C 7.87 18.33 22.61 -0.178
O 8.34 19.13 23.70 -0.200
C 7.62 19.28 24.92 -0.067
H 4.31 19.60 21.69 0.078
H 4.48 20.13 23.32 0.089
H 5.04 18.56 22.88 0.066
H 7.93 19.97 21.24 0.124
H 6.74 18.87 20.68 0.125
H 8.69 17.80 22.13 0.093
H 7.09 17.64 22.94 0.103
H 7.66 18.34 25.45 0.079
H 6.65 19.60 24.53 0.072
H 8.08 20.01 25.59 0.091
C 10.48 18.83 17.18 -0.057
O 10.29 17.65 17.99 -0.192
C 11.27 16.62 18.00 -0.166
C 10.60 15.27 18.39 -0.229
O 10.12 15.10 19.64 -0.200
C 8.93 15.95 19.96 -0.037
H 9.72 19.60 17.24 0.069
H 10.75 18.64 16.14 0.083
H 11.27 19.35 17.73 0.074
H 11.93 17.01 18.78 0.110
H 12.05 16.46 17.26 0.097
H 11.39 14.53 18.27 0.112
H 9.77 15.00 17.73 0.112
H 9.18 16.96 20.29 0.066
H 8.40 15.47 20.78 0.069
H 8.17 16.03 19.18 0.090
C 12.41 18.56 24.00 -0.133
O 12.67 17.34 23.44 -0.162
C 11.62 16.70 22.78 -0.212
C 12.03 15.30 22.26 -0.159
O 12.32 14.62 23.47 -0.166
C 11.28 13.78 23.96 -0.106
H 11.99 19.24 23.26 0.071
H 13.36 19.00 24.30 0.096
H 11.68 18.58 24.81 0.087
H 11.41 17.22 21.84 0.111
H 10.72 16.68 23.40 0.121
H 12.77 15.56 21.50 0.123
H 11.23 14.86 21.67 0.098
H 11.04 12.99 23.25 0.067
H 10.34 14.30 24.14 0.079
H 11.48 13.31 24.92 0.088
C 15.25 19.40 14.33 -0.075
O 14.98 18.50 15.43 -0.165
C 14.25 17.42 15.03 -0.234
C 15.29 16.42 14.58 -0.175
O 14.62 15.27 14.14 -0.197
C 15.40 14.13 14.20 -0.118
H 14.44 19.73 13.68 0.080
H 15.97 19.03 13.61 0.082
H 15.70 20.28 14.79 0.095
H 13.62 17.75 14.19 0.106
H 13.56 17.06 15.79 0.112
H 16.09 16.22 15.29 0.139
H 15.80 16.83 13.70 0.125
H 16.17 14.19 13.42 0.096
H 14.75 13.29 13.93 0.070
H 15.89 13.72 15.08 0.098
```

---

DFT (ωB97M-V/def2-TZVPD) results for C17H31NO6OsS2Si2Te as an isolated structure.

Its charge is +2. As for the spin multiplicity: 5. The calculation puts the highest occupied orbital energy (alpha / beta) at -14.8 / -15.0 eV. The value obtained for the gap between HOMO and LUMO (alpha / beta) is 8.11 / 7.09 eV. The LUMO energy (alpha / beta) is -6.734 / -7.895 eV. The molar mass comes out at 783.572 g/mol. The calculation puts the relative energy (zero: lowest compared OMol25 entry of this formula, charge and spin) at 1.916 eV.

```
61
Properties=species:S:1:pos:R:3:mulliken_spin:R:1
Os 0.26 0.19 0.10 3.632
O -1.57 -2.05 -2.27 0.001
S -1.70 -2.53 -0.83 0.047
O -3.03 -2.97 -0.62 0.008
O -1.33 -1.39 0.02 0.053
C -0.58 -3.88 -0.76 -0.008
C -1.11 -5.16 -0.74 -0.001
C -0.25 -6.25 -0.76 0.003
C 1.12 -6.06 -0.82 0.000
C 1.64 -4.78 -0.87 0.000
C 0.79 -3.69 -0.86 0.020
S 1.55 -2.08 -0.82 0.026
O 2.87 -2.18 -1.32 0.013
O 1.43 -1.65 0.59 0.070
O 0.72 -1.11 -1.63 0.018
H -2.18 -5.28 -0.69 0.000
H -0.66 -7.25 -0.75 0.000
H 1.79 -6.91 -0.83 0.000
H 2.70 -4.60 -0.93 0.000
C -0.43 0.37 -5.49 0.002
Si -1.67 -1.07 -5.30 -0.002
C -2.89 -1.34 -6.76 0.001
C -0.61 -2.60 -4.93 -0.001
C -2.90 -0.48 -3.91 0.016
Te -1.51 -0.09 -2.34 -0.003
C -3.01 0.70 -1.13 0.042
Si -2.65 2.55 -1.65 -0.009
C -0.84 2.84 -1.10 0.091
C -2.65 2.79 -3.53 0.003
C -3.90 3.54 -0.62 0.000
H 0.35 0.11 -6.21 0.000
H 0.07 0.55 -4.53 -0.001
H -0.87 1.30 -5.83 0.000
H -2.35 -1.59 -7.66 0.000
H -3.47 -0.44 -6.96 0.000
H -3.58 -2.15 -6.55 0.000
H -0.09 -2.92 -5.83 0.000
H -1.18 -3.45 -4.57 0.000
H 0.15 -2.36 -4.18 0.000
H -3.53 -1.28 -3.54 -0.001
H -3.49 0.39 -4.17 0.002
H -2.80 0.58 -0.07 -0.004
H -3.99 0.32 -1.39 -0.003
H -0.14 2.52 -1.87 -0.018
H -0.64 2.29 -0.16 -0.052
H -0.63 3.89 -0.90 0.002
H -1.92 2.12 -3.99 0.000
H -2.36 3.81 -3.78 0.001
H -3.61 2.63 -4.00 0.000
H -3.76 3.39 0.45 0.000
H -4.93 3.28 -0.85 0.000
H -3.79 4.60 -0.81 0.000
C 1.70 1.94 4.93 0.007
C 2.38 1.22 3.75 0.010
C 1.60 1.28 2.58 0.089
N 0.91 1.38 1.64 -0.068
H 2.23 1.69 5.85 0.000
H 0.66 1.63 5.04 0.000
H 1.73 3.01 4.80 0.000
H 2.53 0.16 3.99 0.004
H 3.36 1.66 3.56 0.009
```

---

DFT (ωB97M-V/def2-TZVPD) results for a 7-piece molecular cluster, C7H25NO6 overall.

Its charge is 0. The calculation puts the highest occupied orbital energy at -8.8 eV. The value obtained for the gap between HOMO and LUMO is 8.99 eV. As for the SMILES: C=C/C=C(/C)CCN.O.O.O.O.O.O. The LUMO energy is 0.206 eV. The molar mass comes out at 219.278 g/mol. The calculation puts the relative energy (zero: lowest compared OMol25 entry of this formula, charge and spin) at 2.865 eV.

```
39
Properties=species:S:1:pos:R:3:lowdin_charge:R:1
C -0.20 -2.63 2.35 0.009
C 0.48 -2.23 1.31 -0.215
C -0.12 -1.33 0.37 -0.118
C 0.31 -0.10 0.20 -0.346
C -0.39 0.74 -0.82 -0.064
C 1.64 0.32 0.71 -0.164
C 2.74 0.29 -0.35 -0.281
N 3.06 -1.00 -0.98 0.024
H -1.18 -2.18 2.65 0.059
H 0.14 -3.35 3.09 0.053
H 1.58 -2.58 1.03 0.134
H -1.11 -1.74 0.03 0.150
H 0.11 1.71 -0.90 0.078
H -0.33 0.17 -1.82 0.080
H -1.47 0.83 -0.55 0.102
H 1.65 1.33 1.17 0.113
H 2.04 -0.39 1.49 0.123
H 3.57 0.71 0.20 0.096
H 2.65 0.98 -1.19 0.101
H 2.93 -1.69 -0.35 -0.021
H 2.26 -1.19 -1.72 0.087
O 1.51 -0.72 -3.43 -0.033
H 1.07 -1.21 -4.11 0.047
H 2.41 -0.56 -3.67 0.046
O -0.54 2.29 -3.38 -0.022
H -0.29 1.42 -3.08 -0.024
H 0.20 2.81 -3.41 -0.005
O -3.13 -1.15 2.42 -0.066
H -3.91 -0.61 2.21 0.053
H -2.57 -0.43 2.70 -0.033
O -1.14 0.55 3.16 -0.037
H -1.04 0.51 2.24 -0.010
H -0.26 0.70 3.52 0.073
O -1.21 3.03 2.01 -0.117
H -0.29 3.31 1.72 0.059
H -1.17 2.98 3.02 0.071
O -3.48 -0.23 -2.60 -0.101
H -2.58 0.06 -2.93 0.038
H -3.92 0.61 -2.30 0.060
```

---

What is the molar mass in the second record? 783.572 g/mol

---

What is the formula in the first record? C48H114O28P2

---

Copy entry 2 word for word.
DFT (ωB97M-V/def2-TZVPD) results for C17H31NO6OsS2Si2Te as an isolated structure.

Its charge is +2. As for the spin multiplicity: 5. The calculation puts the highest occupied orbital energy (alpha / beta) at -14.8 / -15.0 eV. The value obtained for the gap between HOMO and LUMO (alpha / beta) is 8.11 / 7.09 eV. The LUMO energy (alpha / beta) is -6.734 / -7.895 eV. The molar mass comes out at 783.572 g/mol. The calculation puts the relative energy (zero: lowest compared OMol25 entry of this formula, charge and spin) at 1.916 eV.

```
61
Properties=species:S:1:pos:R:3:mulliken_spin:R:1
Os 0.26 0.19 0.10 3.632
O -1.57 -2.05 -2.27 0.001
S -1.70 -2.53 -0.83 0.047
O -3.03 -2.97 -0.62 0.008
O -1.33 -1.39 0.02 0.053
C -0.58 -3.88 -0.76 -0.008
C -1.11 -5.16 -0.74 -0.001
C -0.25 -6.25 -0.76 0.003
C 1.12 -6.06 -0.82 0.000
C 1.64 -4.78 -0.87 0.000
C 0.79 -3.69 -0.86 0.020
S 1.55 -2.08 -0.82 0.026
O 2.87 -2.18 -1.32 0.013
O 1.43 -1.65 0.59 0.070
O 0.72 -1.11 -1.63 0.018
H -2.18 -5.28 -0.69 0.000
H -0.66 -7.25 -0.75 0.000
H 1.79 -6.91 -0.83 0.000
H 2.70 -4.60 -0.93 0.000
C -0.43 0.37 -5.49 0.002
Si -1.67 -1.07 -5.30 -0.002
C -2.89 -1.34 -6.76 0.001
C -0.61 -2.60 -4.93 -0.001
C -2.90 -0.48 -3.91 0.016
Te -1.51 -0.09 -2.34 -0.003
C -3.01 0.70 -1.13 0.042
Si -2.65 2.55 -1.65 -0.009
C -0.84 2.84 -1.10 0.091
C -2.65 2.79 -3.53 0.003
C -3.90 3.54 -0.62 0.000
H 0.35 0.11 -6.21 0.000
H 0.07 0.55 -4.53 -0.001
H -0.87 1.30 -5.83 0.000
H -2.35 -1.59 -7.66 0.000
H -3.47 -0.44 -6.96 0.000
H -3.58 -2.15 -6.55 0.000
H -0.09 -2.92 -5.83 0.000
H -1.18 -3.45 -4.57 0.000
H 0.15 -2.36 -4.18 0.000
H -3.53 -1.28 -3.54 -0.001
H -3.49 0.39 -4.17 0.002
H -2.80 0.58 -0.07 -0.004
H -3.99 0.32 -1.39 -0.003
H -0.14 2.52 -1.87 -0.018
H -0.64 2.29 -0.16 -0.052
H -0.63 3.89 -0.90 0.002
H -1.92 2.12 -3.99 0.000
H -2.36 3.81 -3.78 0.001
H -3.61 2.63 -4.00 0.000
H -3.76 3.39 0.45 0.000
H -4.93 3.28 -0.85 0.000
H -3.79 4.60 -0.81 0.000
C 1.70 1.94 4.93 0.007
C 2.38 1.22 3.75 0.010
C 1.60 1.28 2.58 0.089
N 0.91 1.38 1.64 -0.068
H 2.23 1.69 5.85 0.000
H 0.66 1.63 5.04 0.000
H 1.73 3.01 4.80 0.000
H 2.53 0.16 3.99 0.004
H 3.36 1.66 3.56 0.009
```